The following is a DFT calculation (the ωB97M-V functional and the def2-TZVPD basis) of a molecular structure, C43H64BCl3F4N5O3SiTi.

```
125
Properties=species:S:1:pos:R:3
Ti 0.19603 -1.37084 0.20074
C -4.49879 0.07187 1.62725
C -3.35192 1.07078 1.84160
N -2.07372 0.46521 2.22309
C -1.95427 0.20551 3.65543
C -3.16179 -0.45855 4.29198
C -0.98657 1.33903 1.78376
C 0.43307 0.97728 2.19439
N 1.00007 -0.28966 1.71300
C 2.13264 -0.71847 2.35892
C 2.55568 -2.05926 2.26903
F 1.81006 -2.92721 1.54263
C 3.68309 -2.56579 2.87498
F 3.95908 -3.86869 2.70565
C 4.50481 -1.77397 3.64612
C 4.12271 -0.45377 3.76389
F 4.88088 0.38279 4.48602
C 2.99836 0.06763 3.15302
F 2.78985 1.38271 3.33084
H -5.25065 0.11612 2.41403
H -4.11195 -0.94719 1.59470
H -5.00415 0.26299 0.67884
H -3.64124 1.85813 2.55669
H -3.17319 1.58862 0.89824
H -1.75998 1.15335 4.19081
H -1.07976 -0.43225 3.80040
H -4.03872 0.18935 4.28718
H -2.93039 -0.68720 5.33330
H -3.42246 -1.39051 3.79153
H -1.13846 2.35914 2.18758
H -1.04140 1.43080 0.69406
H 0.48949 1.00549 3.28413
H 1.04566 1.79827 1.83587
H 5.39022 -2.15903 4.12829
O -1.93224 -1.21498 -0.32339
H -2.37132 -0.40573 -0.03757
H -1.93547 -1.79944 0.49151
O 1.77226 -1.60229 -0.69964
H 2.02797 -2.26602 -2.12931
H 2.66277 -1.55301 -0.33095
Cl 2.26274 -2.84477 -3.32422
C 0.92451 -5.43993 -1.68289
Cl 2.28399 -6.00628 -0.87700
Cl 0.35580 -6.20330 -3.06643
C 0.31049 -4.27141 -1.22767
N -0.19950 -3.31112 -0.84943
C 4.88359 -1.13536 -0.78723
C 4.11439 0.00302 -1.47161
C 4.91062 0.51016 -2.67829
C 3.80851 1.15139 -0.53289
C 4.83039 1.64265 0.27812
C 4.65979 2.79131 1.02580
C 3.45989 3.47905 0.95478
C 2.40275 3.00822 0.18606
C 1.13011 3.83704 0.08065
C 0.80398 4.63604 1.34696
C 1.21560 4.81747 -1.09668
C 2.57277 1.80773 -0.53226
N 1.50781 1.35237 -1.38080
B 0.31460 0.53293 -1.15098
N -0.50422 0.84502 -2.31213
C 0.22588 1.65453 -3.19049
C 1.40957 1.94932 -2.63936
C -1.90906 0.71881 -2.56426
C -2.72829 1.82511 -2.28600
C -4.09570 1.71215 -2.52622
C -4.63237 0.54873 -3.04690
C -3.80252 -0.51891 -3.34923
C -2.43334 -0.45492 -3.11726
C -1.52558 -1.59859 -3.52081
C -2.19495 -2.96473 -3.41927
C -0.99802 -1.37052 -4.94119
C -2.15991 3.15681 -1.81834
C -2.10934 4.15574 -2.98043
C -2.94207 3.79120 -0.66677
H 4.78939 -2.05995 -1.35887
H 4.54290 -1.32173 0.23833
H 5.94826 -0.90324 -0.71238
H 3.17082 -0.38155 -1.85383
H 5.86592 0.93375 -2.35854
H 4.36240 1.28384 -3.21705
H 5.11160 -0.30912 -3.37190
H 5.78269 1.12550 0.30146
H 5.46059 3.15748 1.65606
H 3.33848 4.39110 1.52496
H 0.30593 3.14755 -0.11655
H 1.45979 5.50426 1.44319
H 0.90111 4.04706 2.26004
H -0.21941 5.01379 1.29132
H 2.03196 5.52527 -0.93148
H 0.28597 5.38596 -1.18579
H 1.39053 4.30860 -2.04239
H -0.17376 1.94789 -4.14672
H 2.20901 2.55184 -3.03996
H -4.74505 2.55413 -2.31905
H -5.69708 0.47600 -3.23035
H -4.23294 -1.41892 -3.76785
H -0.66340 -1.58694 -2.85207
H -2.99571 -3.07693 -4.15351
H -2.61342 -3.13452 -2.42577
H -1.46261 -3.74638 -3.63082
H -1.82945 -1.30627 -5.64826
H -0.34642 -2.19247 -5.24339
H -0.42140 -0.44711 -5.00557
H -1.13778 2.98075 -1.47888
H -3.11916 4.35645 -3.34772
H -1.51430 3.78686 -3.81367
H -1.67608 5.10219 -2.64909
H -3.92492 4.13711 -0.99431
H -2.40264 4.66292 -0.28907
H -3.09294 3.10312 0.16285
C -0.88782 -3.48161 4.18427
Si -1.30665 -3.69510 2.37735
C -0.45423 -5.27054 1.81366
C -3.13983 -3.99564 2.14112
O -0.84027 -2.35561 1.56111
H -1.03739 -4.41709 4.73043
H -1.49536 -2.71222 4.66380
H 0.16235 -3.19489 4.29443
H -0.67306 -6.06450 2.53376
H 0.63136 -5.16019 1.76461
H -0.82089 -5.61027 0.84248
H -3.40792 -4.97904 2.53872
H -3.39863 -3.99308 1.07758
H -3.76970 -3.25671 2.63933
```

The calculation puts the HOMO energy (spin up / spin down) at -7.59 / -7.59 eV. As for the charge: 0. For the total energy, the calculation gives -139333.9947 eV. Its spin multiplicity is 2. As for the HOMO-LUMO gap (spin up / spin down): 7.49 / 5.38 eV.

The following is a DFT calculation (the ωB97M-V functional and the def2-TZVPD basis) of a molecular structure, C43H64BCuN3O2PSb2.

```
117
Properties=species:S:1:pos:R:3
Cu -0.47980 0.07842 -0.12950
C 3.98319 0.17666 0.03776
Sb 2.43997 1.11301 -1.12296
C 3.11144 0.44028 -3.05235
C 3.52323 3.00724 -1.25084
C 3.55944 3.77251 0.03955
C 4.54253 3.44211 0.97733
C 4.64117 4.08331 2.20062
C 3.75169 5.10315 2.50717
C 2.78784 5.46042 1.57923
C 2.66389 4.81041 0.34748
C 1.59906 5.28138 -0.59917
Sb -0.32535 4.29371 -0.38561
C -1.33693 5.81663 -1.52294
C -0.73311 5.18775 1.52956
H 4.94427 0.34673 -0.44841
H 3.78314 -0.89363 0.09826
H 4.00284 0.60227 1.04179
H 3.55151 1.27240 -3.60182
H 2.27315 0.03429 -3.61928
H 3.85700 -0.34323 -2.91635
H 3.10351 3.57070 -2.08450
H 4.52601 2.67989 -1.53031
H 5.25660 2.66526 0.72572
H 5.42142 3.80631 2.89856
H 3.82533 5.63460 3.44755
H 2.11373 6.28085 1.80230
H 1.89361 5.19493 -1.64562
H 1.36008 6.32760 -0.40506
H -0.93229 6.79051 -1.24502
H -2.40740 5.80591 -1.32031
H -1.17891 5.65187 -2.58965
H -0.56164 6.26322 1.46977
H -0.06429 4.75838 2.27733
H -1.76823 5.00905 1.82657
C -3.65124 1.55556 1.29612
C -4.00306 1.34582 -0.18115
C -4.00714 2.72507 -0.84258
C -5.38939 0.70332 -0.27458
P -2.67495 0.23027 -0.92893
C -3.21932 -1.43490 -0.38681
C -3.98413 -2.32823 -1.13365
C -4.35921 -3.55684 -0.60860
C -3.99844 -3.90736 0.68463
C -3.23743 -3.02899 1.44222
C -2.83310 -1.81713 0.90133
C -2.70692 0.35264 -2.80070
C -4.08821 0.34908 -3.46634
C -1.86131 -0.80402 -3.34795
C -1.96818 1.65003 -3.18893
H -4.47977 2.07546 1.78515
H -2.76244 2.18165 1.39302
H -3.49000 0.61991 1.83333
H -4.63977 3.39152 -0.24881
H -4.40740 2.71371 -1.85380
H -3.00592 3.15311 -0.86951
H -6.12969 1.42479 0.08420
H -5.46085 -0.18850 0.34821
H -5.66006 0.42835 -1.29368
H -4.30069 -2.08130 -2.13578
H -4.94641 -4.23778 -1.21164
H -4.30301 -4.86050 1.09763
H -2.95304 -3.28838 2.45460
H -2.19990 -1.16601 1.49684
H -4.66753 -0.54901 -3.26383
H -3.94114 0.40355 -4.54882
H -4.69084 1.20800 -3.18027
H -2.17214 -1.78420 -2.99114
H -0.81253 -0.67091 -3.07408
H -1.92523 -0.79376 -4.43965
H -2.57009 2.54336 -3.03550
H -1.71650 1.59979 -4.25224
H -1.03441 1.76200 -2.63034
C 2.43836 -3.87941 -0.01730
C 1.89717 -3.31493 -1.32007
C 2.91072 -3.49979 -2.42866
O 1.71167 -1.88053 -1.10942
B 0.38391 -1.66071 -0.86371
O -0.39029 -2.76751 -1.04028
C 0.44582 -3.80241 -1.65676
C 0.06605 -5.14005 -1.05727
C 0.13339 -3.78706 -3.14499
H 3.42635 -3.45755 0.17488
H 2.53105 -4.96374 -0.06344
H 1.78449 -3.61814 0.81549
H 3.87303 -3.09459 -2.11151
H 2.61433 -2.99722 -3.34782
H 3.04317 -4.56367 -2.63642
H 0.09761 -5.12007 0.03055
H 0.73684 -5.92416 -1.41556
H -0.95020 -5.39404 -1.36284
H 0.36853 -2.81938 -3.59299
H -0.93113 -3.97939 -3.28366
H 0.69503 -4.56139 -3.67027
C 0.32480 1.70913 3.74548
C -0.10014 1.48400 2.45372
N 0.39473 0.49407 1.69322
C 1.32148 -0.31030 2.21935
C 1.80030 -0.16895 3.51476
C 1.29543 0.87614 4.27636
C 2.86848 -1.03092 4.06345
C 2.94843 -2.35734 4.11201
C 1.94584 -3.36728 3.72340
C 2.24199 -4.71422 3.89211
C 1.26996 -5.63141 3.53738
N 0.08671 -5.26131 3.05111
C -0.10060 -3.94955 2.93385
N 0.75763 -2.98430 3.24417
H -0.08997 2.52792 4.31706
H -0.82066 2.13626 1.98389
H 1.71344 -1.08331 1.56726
H 1.65801 1.02865 5.28667
H 3.69775 -0.47987 4.49967
H 3.84883 -2.77498 4.54967
H 3.19611 -5.03147 4.29277
H 1.43688 -6.69693 3.64787
H -1.05760 -3.63235 2.53204
```

The calculation puts the HOMO energy (spin up / spin down) at -9.87 / -10.09 eV. As for the charge: +1. For the total energy, the calculation gives -121871.5305 eV. Its spin multiplicity is 2. As for the HOMO-LUMO gap (spin up / spin down): 7.32 / 6.36 eV.

The following is a DFT calculation (the ωB97M-V functional and the def2-TZVPD basis) of 14 unconnected molecules or ions with the total composition C43H65N16.

```
124
Properties=species:S:1:pos:R:3
C 2.25500 -5.33494 -0.83929
C 2.33186 -4.18066 0.36148
C 3.40862 -4.51129 1.59676
C 1.45595 -2.96323 0.32969
C 1.61163 -1.72984 -0.74013
C 0.56483 -0.47208 -0.47822
C -1.01192 -0.94655 -0.52198
C -1.70522 -0.35265 -1.90291
C -1.91949 -0.34070 0.73587
C -2.42228 -1.51360 1.78661
N -3.90654 -1.79682 1.74406
C -4.26690 -2.86439 0.73681
C -5.52908 -2.76728 -0.34110
C -5.97757 -3.91221 -1.40389
N -5.23448 -5.20233 -1.47300
C -4.07489 -5.33642 -0.54630
C -3.47640 -4.33177 0.58638
H 2.59277 -6.38697 -0.41085
H 2.98320 -5.07637 -1.71814
H 1.12365 -5.40115 -1.17051
H 2.81166 -4.62928 2.61422
H 4.24750 -3.69931 1.68009
H 3.88428 -5.58212 1.38379
H 0.57988 -2.86778 1.13161
H 1.47474 -2.14036 -1.84270
H 2.70410 -1.28501 -0.67611
H 0.73763 0.30843 -1.35394
H 0.89823 0.02996 0.52463
H -1.13928 -2.11950 -0.49282
H -2.87705 -0.28726 -1.75233
H -1.46951 -1.10373 -2.77359
H -1.23975 0.69470 -2.18703
H -1.17926 0.39844 1.31119
H -2.82361 0.31446 0.38607
H -1.73033 -2.45074 1.67705
H -2.20161 -1.07474 2.87481
H -6.18242 -1.77435 -0.31203
H -6.91986 -3.73822 -2.10725
H -3.47271 -6.36473 -0.64979
H -2.54531 -4.59117 1.27591
C -0.66215 0.47584 -6.10703
C -1.14353 0.35580 -4.72067
N -1.52387 0.26104 -3.62528
H -1.09443 -0.29513 -6.75353
H -0.92196 1.44637 -6.54292
H 0.42677 0.37534 -6.16729
C -1.20985 4.97451 -5.39153
C -0.93530 4.22173 -6.62687
N -0.71832 3.62689 -7.60288
H -2.26397 5.26224 -5.31896
H -0.97287 4.38666 -4.49839
H -0.61887 5.89509 -5.33898
C 3.07072 5.75943 -4.92223
C 2.18374 6.06215 -3.78656
N 1.48299 6.30138 -2.88921
H 2.54390 5.83780 -5.87907
H 3.92243 6.44661 -4.96478
H 3.47703 4.74435 -4.85882
C 3.85361 -2.63130 5.65598
C 3.32423 -2.13590 4.37440
N 2.90592 -1.74441 3.36185
H 4.83820 -3.09511 5.53477
H 3.96444 -1.82361 6.38727
H 3.19442 -3.38346 6.10231
C 1.22544 6.49568 -9.14604
C 2.30792 5.80236 -8.42794
N 3.16326 5.25463 -7.86059
H 0.26627 6.39436 -8.62745
H 1.42760 7.56742 -9.24563
H 1.09033 6.09675 -10.15703
C -0.57456 -2.64147 5.33110
C 0.50792 -3.33478 6.04920
N 1.36326 -3.88252 6.61655
H -1.53373 -2.74279 5.84969
H -0.37240 -1.56972 5.23152
H -0.70967 -3.04039 4.32012
C 1.82729 8.60218 -0.67869
C 1.07301 9.63906 0.04523
N 0.47698 10.45831 0.61714
H 2.34770 7.92662 0.00835
H 1.17127 7.98621 -1.30290
H 2.58457 9.03912 -1.33832
C 6.01168 9.62084 -0.09549
C 5.30510 8.37496 -0.43703
N 4.74675 7.39062 -0.70689
H 6.99897 9.66824 -0.56690
H 5.45424 10.50489 -0.42285
H 6.16409 9.71635 0.98485
C 0.14541 1.65258 6.95317
C -0.96945 0.69142 6.99044
N -1.85027 -0.06805 7.01982
H 0.47250 1.93195 7.96023
H 1.01682 1.24145 6.43254
H -0.13418 2.57654 6.43586
C 3.59015 2.26090 0.72540
C 3.86470 1.50812 -0.50994
N 4.08168 0.91328 -1.48595
H 2.53603 2.54863 0.79796
H 3.82713 1.67305 1.61854
H 4.18113 3.18148 0.77795
C -1.84639 -5.77409 8.99655
C -2.37577 -5.27869 7.71496
N -2.79408 -4.88720 6.70241
H -0.86180 -6.23790 8.87533
H -1.73556 -4.96640 9.72783
H -2.50558 -6.52625 9.44288
C -6.81122 -5.48139 2.00818
C -6.83751 -6.55308 3.01760
N -6.85837 -7.39982 3.81516
H -6.10551 -5.70340 1.20077
H -7.79402 -5.33522 1.54759
H -6.51254 -4.52216 2.44426
C -9.09873 -5.32989 -3.86172
C -9.38959 -4.80656 -2.51649
N -9.61935 -4.39313 -1.45357
H -8.99539 -4.52382 -4.59575
H -8.16676 -5.90482 -3.87941
H -9.89432 -5.99252 -4.21875
C 7.89627 0.94037 0.09647
C 7.00929 1.24309 1.23214
N 6.30854 1.48231 2.12949
H 7.36945 1.01874 -0.86037
H 8.74798 1.62754 0.05393
H 8.30258 -0.07471 0.15988
```

The calculation puts the HOMO energy at -2.99 eV. As for the charge: -1. For the total energy, the calculation gives -69464.4181 eV. As for the HOMO-LUMO gap: 4.31 eV.

The following is a DFT calculation (the ωB97M-V functional and the def2-TZVPD basis) of 10 unconnected molecules or ions with the total composition C43H67F3O13S6.

```
132
Properties=species:S:1:pos:R:3
O -6.15905 -2.24311 -4.07987
S -4.87983 -1.99608 -4.72343
O -4.27175 -0.64941 -4.73952
C -3.77216 -3.20938 -3.98749
C -3.05842 -3.79632 -5.22348
C -4.08443 -4.06293 -6.34879
C -4.89698 -2.73861 -6.38610
H -4.35241 -3.92785 -3.40303
H -3.12989 -2.72342 -3.24792
H -2.39493 -3.08567 -5.56761
H -2.54038 -4.72200 -4.91391
H -4.69339 -4.86710 -6.04123
H -3.59589 -4.34548 -7.25411
H -5.97777 -2.90728 -6.56020
H -4.53853 -1.94989 -7.07319
O -1.05106 4.27114 3.40944
S -0.44690 3.96803 2.11571
O 0.00704 2.62896 1.76662
C -1.61068 4.66897 0.84775
C -0.73084 5.56312 0.05365
C 0.11481 6.30682 1.04128
C 0.83929 5.16987 1.72133
H -2.38431 5.17521 1.46240
H -2.04973 3.77051 0.41828
H -0.11223 5.02980 -0.66176
H -1.38911 6.19198 -0.66397
H -0.48125 6.78740 1.79504
H 0.81388 6.92516 0.48923
H 1.18927 5.41921 2.71690
H 1.62002 4.72210 1.09181
O 4.97898 2.87036 2.78209
S 4.36482 2.04189 3.79800
O 4.74808 0.66322 3.90302
C 4.61353 2.84529 5.29549
C 3.27523 3.33314 5.78078
C 2.36289 3.63501 4.52465
C 2.60020 2.30738 3.73453
H 5.35160 3.65518 5.08200
H 5.03037 2.15882 5.99723
H 2.81733 2.48037 6.36646
H 3.36333 4.27444 6.27312
H 2.77654 4.50088 3.97341
H 1.28276 3.75170 4.67112
H 2.30406 2.57055 2.64633
H 2.03208 1.52972 4.15513
O -2.58853 -3.14091 -1.12626
S -1.80630 -2.05952 -0.56130
O -0.36639 -2.06411 -0.66961
C -2.31510 -0.43603 -1.01129
C -1.87273 0.37767 0.21449
C -2.50852 -0.34264 1.38440
C -2.23240 -1.81579 1.12624
H -3.44063 -0.56735 -0.93149
H -1.87347 -0.18616 -1.97015
H -0.82081 0.48567 0.21601
H -2.35059 1.36015 0.04766
H -3.63886 -0.27242 1.48479
H -2.17188 -0.05782 2.40472
H -2.99476 -2.51170 1.40141
H -1.30548 -2.09229 1.59666
O 1.60802 -0.57762 5.03719
S 0.78950 -1.52097 4.32232
O -0.65539 -1.33995 4.37646
C 1.29653 -1.58205 2.59404
C 1.35397 -3.08593 2.32225
C 1.84494 -3.85081 3.56905
C 1.21866 -3.20208 4.79577
H 2.27074 -1.05712 2.45289
H 0.52001 -1.16485 1.92089
H 0.30830 -3.42765 2.16598
H 1.84241 -3.39187 1.35423
H 2.89515 -3.84075 3.65904
H 1.61604 -4.90884 3.58399
H 1.82413 -3.12182 5.70685
H 0.18976 -3.65729 4.94757
O -3.84560 2.19789 -0.95961
S -4.41606 2.96272 -2.03712
O -3.53047 3.90307 -2.66421
C -5.16183 1.92159 -3.29670
C -6.51937 1.58477 -2.73220
C -7.05218 2.97108 -2.26530
C -5.93446 3.55404 -1.42733
H -4.50099 1.06928 -3.55053
H -5.10722 2.53391 -4.20543
H -7.22740 1.16278 -3.49745
H -6.39494 0.97281 -1.83409
H -8.00711 2.90325 -1.75937
H -7.15661 3.72596 -3.09361
H -6.03442 3.26324 -0.39593
H -5.93005 4.66190 -1.40680
F 0.00131 -0.96003 -3.41573
C 0.74818 -0.08002 -2.73321
C 0.27170 1.20219 -2.66845
C 0.89362 2.02782 -1.74863
C 1.80163 1.55873 -0.77539
C 2.24957 0.25760 -0.88024
C 1.72340 -0.63807 -1.81151
H -0.58191 1.49999 -3.25219
H 0.56503 3.09768 -1.70087
H 2.06489 2.22541 0.08678
H 3.10233 -0.02270 -0.24822
H 1.95415 -1.67151 -1.77247
F -0.65377 -6.77815 1.92492
C -0.16335 -6.51969 0.70206
C 0.67740 -7.40612 0.05491
C 0.96741 -7.27346 -1.28683
C 0.32783 -6.26833 -1.98644
C -0.45800 -5.25816 -1.40691
C -0.74693 -5.45835 0.03440
H 1.07136 -8.19530 0.63311
H 1.63420 -7.96817 -1.76197
H 0.58703 -6.15458 -3.11044
H -0.88587 -4.41563 -1.90187
H -1.27925 -4.69656 0.58656
F 7.76647 -1.08749 -1.92554
C 6.83214 -1.09232 -0.94520
C 6.59531 0.07263 -0.28635
C 5.84685 0.10641 0.85273
C 5.30017 -1.10549 1.31125
C 5.47475 -2.29064 0.61283
C 6.29352 -2.32641 -0.54932
H 7.13559 0.91831 -0.63347
H 5.62009 1.02831 1.35934
H 4.70425 -1.09362 2.20925
H 4.82772 -3.12815 0.91350
H 6.43034 -3.14027 -1.20276
C 4.63960 3.75535 -0.63152
O 4.06859 4.32429 0.54601
H 5.50805 4.39044 -0.97214
H 5.01216 2.71527 -0.45183
H 3.89862 3.66612 -1.38390
H 4.47202 3.85542 1.28945
```

The calculation puts the HOMO energy at -8.68 eV. As for the charge: 0. For the total energy, the calculation gives -145454.2518 eV. As for the HOMO-LUMO gap: 9.07 eV. As for the structure (SMILES): O=S1(=O)CCCC1.O=S1(=O)CCCC1.O=S1(=O)CCCC1.O=S1(=O)CCCC1.O=S1(=O)CCCC1.O=S1(=O)CCCC1.Fc1ccccc1.Fc1ccccc1.Fc1ccccc1.CO.